C14H46N2O8 | wB97M-V/def2-TZVPD

```
70
Properties=species:S:1:pos:R:3:forces:R:3
C -3.2049 -2.3543 -3.6603 0.5 0.5 -0.8
C -4.5113 -2.3165 -2.9078 0.1 -0.2 -0.4
O -5.3428 -3.4329 -3.2101 0.0 -0.1 0.2
H -2.6638 -3.2891 -3.5252 -0.1 0.0 0.1
H -2.5358 -1.5259 -3.4032 -0.1 -0.1 0.4
H -3.3413 -2.1927 -4.7381 -0.2 -0.3 0.1
H -5.0449 -1.3923 -3.1501 0.0 0.1 0.3
H -4.2934 -2.3786 -1.8433 -0.3 0.1 0.1
H -5.6346 -3.3759 -4.1240 0.1 0.1 0.0
C 1.4603 -6.0067 2.1264 0.4 -0.1 0.4
C 0.0011 -5.7359 2.3714 -0.4 -0.3 0.3
O -0.1477 -4.3504 2.7114 0.0 0.0 -0.4
H 1.9154 -5.2239 1.5199 0.0 -0.1 -0.1
H 1.6076 -6.9790 1.6574 -0.1 0.1 -0.2
H 2.0046 -6.0528 3.0732 0.0 0.2 0.0
H -0.3678 -6.3518 3.2015 0.1 0.0 -0.1
H -0.5981 -6.0160 1.4951 0.0 0.3 0.0
H -1.0800 -4.1325 2.8033 0.0 -0.1 0.1
C -0.0930 -1.2438 -1.3272 -0.1 -0.6 -0.7
C -0.5298 -2.1348 -0.1800 -0.3 0.4 0.2
O 0.4836 -3.0858 0.0565 0.1 -0.3 -0.3
H -0.3137 -1.6974 -2.3001 0.0 -0.2 0.2
H 0.9925 -1.1578 -1.2946 -0.1 0.5 0.1
H -0.6049 -0.2817 -1.3568 0.2 0.1 0.3
H -1.4823 -2.6347 -0.3951 0.0 0.1 0.0
H -0.6746 -1.5155 0.7173 0.0 -0.1 0.0
H 0.2046 -3.7071 0.7396 0.1 0.2 0.3
O 0.4263 2.3124 -2.6529 -0.2 0.1 -0.2
H 0.0987 2.8707 -3.3647 0.1 -0.1 0.0
H -0.3755 2.0133 -2.1843 -0.1 0.1 0.1
O 4.1759 -1.0462 -0.2105 0.1 0.4 0.1
H 3.6218 -0.2772 -0.4969 -0.1 -0.4 0.0
H 5.0807 -0.7261 -0.1535 0.0 0.0 0.0
O 2.9363 -3.1860 -1.5235 0.0 0.2 0.0
H 2.1101 -3.0804 -1.0282 0.1 -0.2 0.0
H 3.5142 -2.4958 -1.1489 -0.1 -0.2 -0.1
C 1.4461 1.0097 1.2437 0.4 -0.4 0.7
C 2.1669 1.8746 0.2475 -0.6 0.3 -0.7
C 3.4262 2.4693 0.8481 0.1 -0.6 -0.3
O 3.0682 3.4142 1.8063 0.2 0.6 0.3
C 4.2051 4.0767 2.3454 -0.6 -0.6 0.5
N 2.4862 1.1075 -0.9675 0.7 -0.1 0.1
H 1.3407 1.5694 2.1758 -0.3 0.0 -0.1
H 2.0524 0.1270 1.4772 -0.1 0.0 -0.1
H 0.4768 0.6611 0.8926 0.0 0.1 0.0
H 1.4876 2.6990 -0.0140 0.3 0.2 0.0
H 4.0450 2.9249 0.0608 0.0 0.0 0.0
H 4.0035 1.6493 1.3099 0.1 0.1 -0.1
H 4.8231 3.3514 2.8918 0.2 0.1 -0.3
H 3.8289 4.7726 3.0929 0.0 0.2 -0.2
H 4.7750 4.5845 1.5668 0.1 0.1 0.0
H 1.7280 1.1552 -1.6407 0.0 -0.1 0.1
H 3.2813 1.5191 -1.4517 -0.2 0.2 0.0
C -2.3357 4.2628 -1.3257 -0.4 0.3 -0.2
C -1.7082 3.3653 -0.2833 0.2 0.0 -0.1
C -2.3525 3.5260 1.0775 -0.3 0.3 0.1
O -1.5720 2.7989 1.9934 -0.2 -0.2 0.2
C -2.0866 2.8287 3.3102 0.0 0.1 -0.1
N -1.7280 1.9532 -0.7324 0.0 0.2 0.7
H -1.9174 4.0963 -2.3173 0.1 -0.1 0.0
H -2.2016 5.3227 -1.0998 0.1 -0.1 0.1
H -3.4166 4.0904 -1.3948 0.1 -0.1 0.0
H -0.6623 3.6550 -0.1412 0.0 -0.1 -0.2
H -3.3974 3.1642 1.0540 0.1 -0.1 0.0
H -2.4123 4.5852 1.3780 0.2 -0.1 -0.1
H -2.0757 3.8515 3.7077 0.0 -0.1 0.0
H -1.4535 2.1964 3.9268 0.1 0.0 0.0
H -3.1147 2.4472 3.3499 0.0 0.0 0.0
H -2.6991 1.6400 -0.7186 0.1 0.0 -0.3
H -1.3010 1.4316 0.0368 0.0 0.0 -0.3
```
Positions in Å, forces in eV/Å.

Its HOMO energy is -9.37 eV. As for the total energy: -1272.38039 hartree. The calculation puts the energy above the lowest of the compared OMol25 structures with the same formula, charge and spin at 36.8 kJ/mol. The frontier orbital gap comes out at 9.803 eV. The spin multiplicity is 1. The SMILES is COC[C@H](C)N.COC[C@H](C)N.CCO.CCO.CCO.O.O.O.

Mulliken atomic charge list, values in e, 2 entries: C -0.78; C -0.23